15
Properties=species:S:1:pos:R:3:forces:R:3 method="wB97M-V/def2-TZVPD" charge=+3 spin_multiplicity=2 s_squared=1.19 homo_ev="-24.608 / -25.093"
C 0.167 0.389 -1.055 2.21 1.94 -1.23
C 0.011 1.832 -0.663 -0.33 -0.08 0.15
H 0.165 0.238 -2.138 0.01 -0.12 0.17
H 1.064 -0.071 -0.626 -0.35 -0.16 -0.09
H -0.844 2.291 -1.175 0.24 0.08 0.04
H 0.923 2.360 -0.968 -0.19 -0.02 -0.01
H -0.111 1.944 0.421 0.11 0.11 -0.14
O -2.031 -2.194 -0.059 1.45 0.82 0.12
Al -2.856 -0.499 -0.651 -2.02 -0.07 -0.35
O -1.001 -0.366 -0.557 -0.27 -1.07 0.55
C -0.957 -1.616 -0.120 -2.17 -0.64 -0.31
O 0.491 -1.755 1.406 3.71 0.71 1.79
C 1.399 -1.048 1.909 -3.03 -1.27 -0.91
H 2.380 -1.508 2.092 0.47 -0.53 0.32
H 1.199 0.002 2.184 0.17 0.31 -0.10

***

28
Properties=species:S:1:pos:R:3:forces:R:3 method="wB97M-V/def2-TZVPD" charge=-2 spin_multiplicity=2 s_squared=0.76 homo_ev="-2.101 / -1.985"
Li 2.618 0.395 0.028 0.15 0.55 -0.04
S 4.593 4.361 1.259 0.28 0.28 -0.32
As 4.244 2.851 -0.227 -0.34 -0.62 0.15
S 4.909 0.907 0.397 -0.03 0.12 -0.03
S 2.145 2.694 -0.716 0.24 -0.05 -0.17
S 5.387 3.611 -1.876 0.14 0.43 0.23
C -4.106 -1.138 -1.160 0.08 -0.02 -0.01
C -3.285 -1.275 0.123 0.00 0.13 -0.06
C -2.318 -0.151 0.338 0.12 0.14 0.01
N -1.083 -0.326 0.633 0.03 0.32 0.06
N -0.363 0.836 0.801 -0.46 -0.17 0.03
C -1.088 1.898 0.631 0.19 0.07 -0.02
N -0.606 3.174 0.776 -0.17 -0.39 0.25
S -2.756 1.549 0.233 0.00 -0.05 0.01
H -4.786 -1.986 -1.274 0.02 0.05 0.01
H -3.449 -1.107 -2.032 -0.05 0.02 0.05
H -4.703 -0.222 -1.153 0.02 -0.05 -0.02
H -2.678 -2.180 0.099 0.02 -0.03 0.03
H -3.956 -1.345 0.984 -0.01 -0.02 0.02
H 0.410 3.219 0.631 0.01 0.03 -0.04
H -1.119 3.896 0.304 -0.01 0.04 -0.14
F 1.696 -1.046 0.302 -0.20 -0.87 0.05
As 1.714 -2.832 0.175 0.15 0.49 -0.06
F 3.019 -2.867 1.299 0.19 -0.01 0.10
F 2.823 -2.679 -1.139 0.18 0.03 -0.15
F 1.744 -4.550 0.031 0.05 -0.50 -0.04
F 0.400 -2.744 -0.934 -0.31 0.05 -0.34
F 0.596 -2.942 1.468 -0.28 0.02 0.44

***

17
Properties=species:S:1:pos:R:3:forces:R:3 method="wB97M-V/def2-TZVPD" smiles=Cc1[nH]ncc1OB(O)O homo_ev=-8.718
C -2.117 0.778 0.750 0.91 0.72 -0.09
C -1.299 0.200 -0.323 -0.45 0.30 -1.60
N -1.776 -0.270 -1.535 -0.32 0.24 2.50
N -0.840 -0.683 -2.322 -0.45 -0.63 -2.90
C 0.282 -0.381 -1.779 0.96 0.51 0.77
C 0.046 0.170 -0.498 0.73 -0.11 -0.70
O 0.990 0.707 0.306 0.26 0.17 0.60
B 1.976 -0.046 0.873 -0.15 -0.72 0.86
O 2.004 -1.425 0.784 1.10 -0.28 -0.63
O 2.828 0.644 1.671 1.51 0.27 1.40
H -1.374 1.015 1.509 -0.41 0.14 0.46
H -2.663 1.684 0.482 0.19 0.03 -0.17
H -2.818 0.073 1.092 -0.89 -0.89 0.79
H -2.706 -0.455 -1.778 -1.29 -0.26 -0.17
H 1.157 -0.425 -2.387 0.67 -0.33 0.21
H 2.924 -1.781 0.792 -1.24 0.38 0.19
H 3.384 0.194 2.363 -1.11 0.47 -1.51

***

15
Properties=species:S:1:pos:R:3:forces:R:3 method="wB97M-V/def2-TZVPD" charge=+1 homo_ev=-14.501
C -1.754 -0.593 -0.170 1.73 0.37 0.97
C 0.384 -0.666 -1.089 -1.32 -3.27 0.60
C -1.300 0.687 0.559 0.73 -0.53 -3.25
C 1.614 0.121 0.766 1.88 -1.25 -1.94
N -0.944 -1.275 -0.841 -0.08 0.54 -0.45
N 0.671 0.407 -0.266 -2.78 1.20 1.03
Br -3.424 -1.233 0.312 -0.42 0.15 0.08
Br -1.961 2.305 -0.078 0.18 -0.37 0.24
H 1.096 -1.462 -0.817 -0.15 0.11 -0.98
H 0.381 -0.343 -2.077 0.31 -0.08 -2.00
H -1.111 0.669 1.593 0.36 -0.12 1.28
H 1.563 1.003 1.234 0.60 2.66 3.38
H 1.370 -0.795 1.233 -0.82 -0.50 1.15
H 2.665 -0.081 0.441 -0.74 0.54 -0.43
H 0.749 1.257 -0.801 0.52 0.56 0.32

***

17
Properties=species:S:1:pos:R:3:forces:R:3 method="wB97M-V/def2-TZVPD" homo_ev="-8.267 / -8.266"
C 0.835 0.681 0.446 0.63 1.27 0.35
C -0.071 0.150 -0.682 0.87 0.35 0.53
C -0.951 -0.913 -0.201 -1.77 -2.08 2.99
C -3.115 0.424 0.324 1.17 -0.43 -2.02
N -2.908 0.140 1.641 -0.99 -3.40 0.06
O -2.265 0.894 2.316 0.74 1.09 1.50
O -3.302 -1.026 1.999 0.68 1.87 0.24
O -1.528 -1.926 -0.821 0.15 1.16 -3.39
Br -2.724 2.158 -0.295 -0.50 -0.19 0.11
Br -4.181 -0.762 -0.655 -0.47 0.66 -0.17
H 1.340 -0.140 0.901 1.28 -0.60 -0.09
H 1.542 1.531 0.058 -1.27 -1.85 0.79
H 0.305 1.037 1.352 -0.36 0.35 -0.95
H -0.636 1.046 -0.879 -0.66 0.16 -1.08
H 0.565 -0.176 -1.522 -0.56 0.15 0.01
H -0.954 -1.303 0.916 0.22 1.50 -1.99
H -1.733 -1.804 -1.855 0.83 -0.01 3.11

***

15
Properties=species:S:1:pos:R:3:forces:R:3 method="wB97M-V/def2-TZVPD" homo_ev="-7.745 / -7.746"
C 0.913 -0.804 1.785 -1.15 -2.67 1.83
C -0.896 1.411 -2.032 5.25 -2.49 1.09
C 0.167 -0.476 0.547 -1.93 0.49 -0.91
C 0.248 0.974 0.101 -0.86 0.49 -1.82
O -1.339 0.236 -2.293 -3.09 -0.28 0.00
Br 0.898 -1.648 -0.925 -0.37 0.39 0.24
Br 1.992 1.682 -0.065 0.85 0.11 -0.11
Br -0.780 2.180 1.227 -0.17 -0.38 0.26
H 1.067 -1.853 2.136 -0.80 -0.20 -1.42
H 0.353 -0.546 2.669 0.01 1.37 0.29
H 1.924 -0.576 1.793 1.73 1.68 -0.11
H 0.080 1.702 -2.452 -0.86 0.40 0.00
H -1.445 1.927 -1.367 -2.10 2.29 1.43
H -0.985 -0.614 0.581 2.02 -0.48 0.11
H -0.823 -0.369 -2.782 1.47 -0.71 -0.87

***

15
Properties=species:S:1:pos:R:3:forces:R:3 method="wB97M-V/def2-TZVPD" smiles="C=C(Br)C(=O)N(C)N" homo_ev=-9.417
C -2.230 -1.811 -1.195 0.10 -2.35 -1.58
C -2.023 -1.050 -0.149 2.25 2.01 1.61
Br -3.199 0.416 0.310 -0.13 -0.81 0.07
C -0.506 -0.885 0.761 -4.61 -0.51 -3.26
O -0.109 -1.713 1.497 0.28 -1.79 1.31
N 0.110 0.249 0.487 -0.07 0.92 -1.85
C 1.395 0.354 1.133 -2.44 0.72 -0.47
N -0.322 1.068 -0.631 0.00 0.55 3.07
H -3.193 -1.914 -1.836 1.80 0.56 1.39
H -1.384 -2.553 -1.469 -1.53 1.20 0.49
H 1.412 -0.206 1.994 -0.27 -1.20 1.98
H 2.160 0.050 0.565 2.92 -1.15 -2.52
H 1.476 1.335 1.359 0.84 3.26 0.92
H -0.117 2.045 -0.393 -0.23 -0.63 -0.15
H 0.050 0.848 -1.513 1.09 -0.78 -1.00

***

18
Properties=species:S:1:pos:R:3:forces:R:3 method="wB97M-V/def2-TZVPD" smiles="C#[N+]/C=C(/Br)N(C)S(N)(=O)=O" charge=+1 homo_ev=-13.032
C 1.074 -2.543 -1.398 -2.07 0.48 0.03
N 0.011 -2.125 -1.242 3.29 -1.33 -0.33
C -1.164 -1.603 -0.988 -2.47 0.67 0.18
C -1.423 -0.504 -0.200 -0.19 -0.79 -0.47
Br -3.261 -0.138 0.014 0.25 -0.06 -0.04
N -0.559 0.302 0.418 1.02 0.25 -0.33
C -1.003 1.289 1.379 -0.24 0.60 0.76
S 1.101 0.331 -0.146 -0.50 0.56 0.29
N 1.643 1.733 0.468 -0.15 -0.82 -0.34
O 0.985 0.383 -1.560 0.09 0.37 -0.23
O 1.747 -0.777 0.467 0.32 0.17 0.54
H 2.019 -2.970 -1.597 0.59 -0.15 -0.05
H -1.994 -2.126 -1.446 0.05 0.12 0.05
H -1.639 0.826 2.135 0.13 0.00 -0.11
H -0.123 1.703 1.859 -0.25 0.00 0.08
H -1.559 2.095 0.892 0.10 -0.05 0.03
H 1.758 2.481 -0.195 -0.09 0.14 -0.26
H 2.387 1.644 1.141 0.13 -0.14 0.19

***

Energy above the lowest of the compared OMol25 structures with the same formula, charge and spin (computed, eV): 1.880, 0.058, 0.000, 3.441, 2.842, 3.010, 1.182, 0.000
E (computed, a.u.): -623.240539, -7390.440091, -516.824393, -5413.788588, -5584.884083, -7953.754679, -2915.273791, -3443.221066